No. 1
Density functional theory data (ωB97M-V/def2-TZVPD) for one molecule with the formula C6H10S2.

Atoms and positions in Å:
C1 2.35313 0.95493 -3.09544
C2 1.18378 0.45596 -2.70526
C3 1.03032 -0.19032 -1.37739
S1 -0.32275 0.66069 -0.51942
C4 -0.39251 -0.11883 0.99384
S2 0.37310 -1.48974 1.40691
C5 -1.23857 0.55471 2.04436
C6 -2.65760 0.02820 2.00249
H1 3.24152 0.67924 -2.52930
H2 2.47072 1.52177 -4.01486
H3 0.33822 0.62822 -3.30121
H4 0.75235 -1.22532 -1.45842
H5 1.90256 -0.10356 -0.78743
H6 -1.15195 1.63634 1.88411
H7 -0.82447 0.27505 3.00073
H8 -3.24534 0.37465 1.12131
H9 -3.27561 0.42990 2.79910
H10 -2.68482 -1.05939 1.91043

Results
LUMO energy = 0.059 eV
2S+1 = 1
energy relative to the best compared isomer or geometry (same formula, charge and spin) = 78.57 kJ/mol
orbital gap = 8.53 eV
E = -28053.52586 eV
HOMO level = -8.48 eV

=====

No. 2
Density functional theory data (ωB97M-V/def2-TZVPD) for C3HLiO4Tl as an isolated structure.

Atoms and positions in Å:
O1 1.16186 -0.42269 0.59031
C1 1.26317 0.75550 0.33011
O2 2.30221 1.29177 -0.22864
Tl1 1.97103 -2.66456 -0.20450
O3 0.16535 1.59908 -0.04569
H1 1.90258 2.02612 -0.87128
C2 -0.94368 1.07234 -0.61260
C3 -2.04806 0.51738 -0.61721
O4 -2.81775 -0.45934 -0.67750
Li1 -4.49190 -0.97956 -0.39090

Results
LUMO energy = -4.227 eV
2S+1 = 1
energy relative to the best compared isomer or geometry (same formula, charge and spin) = 106.99 kJ/mol
orbital gap = 6.23 eV
E = -16206.76037 eV
net charge = +1
HOMO level = -10.45 eV

=====

No. 3
Density functional theory data (ωB97M-V/def2-TZVPD) for a 8-piece molecular cluster, C12H40O8 overall.

Atoms and positions in Å:
C1 -0.84886 3.12052 1.80338
C2 -0.65356 3.04265 0.31456
O1 0.76977 3.39393 0.12308
H1 -0.68092 4.06953 2.31257
H2 -0.13844 2.37681 2.16435
H3 -1.84688 2.85035 2.14844
H4 -1.40987 3.68895 -0.13083
H5 -0.79393 2.01346 -0.01586
H6 1.24545 2.65069 0.50114
C3 2.59483 -3.39536 1.11751
C4 2.46777 -3.42497 -0.37214
O2 1.14835 -3.10941 -0.76936
H7 2.32345 -2.51716 1.70336
H8 3.67134 -3.43419 1.28400
H9 2.27666 -4.30732 1.62268
H10 2.66332 -4.46710 -0.62478
H11 3.18961 -2.72025 -0.78495
H12 1.00103 -3.43212 -1.66141
C5 4.04907 1.68898 0.95173
C6 3.06397 0.80071 0.16284
O3 1.86125 1.03353 0.80567
H13 4.27080 1.56007 2.01113
H14 3.79757 2.73763 0.79302
H15 5.01327 1.65235 0.44471
H16 3.35145 -0.25056 0.17990
H17 3.08150 1.00468 -0.90776
H18 1.15250 0.48536 0.46103
C7 -1.24739 -1.82618 2.86602
C8 -0.99321 -0.57905 3.68284
O4 -1.43202 -0.70044 4.99632
H19 -0.56132 -2.62453 3.14894
H20 -1.02454 -1.65183 1.81338
H21 -2.16863 -2.37446 3.06302
H22 -1.57903 0.25221 3.29052
H23 0.05623 -0.28445 3.68165
H24 -1.43846 0.20622 5.31179
C9 0.55311 -0.08207 -4.85556
C10 0.41982 -1.38691 -3.89775
O5 -0.86289 -1.52345 -3.39169
H25 -0.22942 -0.04622 -5.61350
H26 1.59423 -0.06703 -5.17795
H27 0.44859 0.80329 -4.22842
H28 1.14930 -1.25322 -3.09895
H29 0.78151 -2.30849 -4.35379
H30 -1.18471 -2.41891 -3.51892
C11 -3.42098 0.32865 0.44160
C12 -4.13715 1.52486 -0.23038
O6 -4.53516 2.50458 0.64845
H31 -2.88706 -0.18484 -0.35801
H32 -4.15090 -0.31086 0.93793
H33 -2.59540 0.61737 1.09210
H34 -4.93572 1.27917 -0.93040
H35 -3.38491 1.99322 -0.86509
H36 -4.84906 3.26778 0.15794
O7 -1.22372 1.22784 -2.49340
H37 -1.37922 0.57125 -3.17233
H38 -0.88923 0.72829 -1.74856
O8 -0.25182 -0.58058 -0.79316
H39 0.59245 -1.03128 -0.81083
H40 -0.85389 -1.18150 -1.23207

Results
LUMO energy = -0.082 eV
2S+1 = 1
energy relative to the best compared isomer or geometry (same formula, charge and spin) = 341.73 kJ/mol
orbital gap = 9.18 eV
E = -29469.73435 eV
HOMO level = -9.27 eV

=====

No. 4
Density functional theory data (ωB97M-V/def2-TZVPD) for a 22-piece molecular cluster, C71H195N9O35 overall.

Atoms and positions in Å:
C1 2.57426 5.87223 2.31123
O1 1.35270 6.54084 2.47242
C2 0.84059 7.00130 1.21967
C3 1.50854 8.39345 0.83672
N1 0.80176 9.61498 1.28557
C4 0.56205 9.74987 2.75189
C5 1.77641 10.22756 3.50477
O2 1.34640 10.25989 4.90238
C6 2.48445 10.64630 5.61213
H1 3.32379 6.53531 1.78376
H2 2.39336 5.01348 1.69537
H3 2.93554 5.47526 3.21778
H4 -0.23083 7.21731 1.44754
H5 0.97642 6.29162 0.45479
H6 1.53728 8.50209 -0.23326
H7 2.53009 8.46917 1.31180
H8 1.31342 10.40560 0.93732
H9 0.22464 8.79961 3.06833
H10 -0.23411 10.51172 2.94791
H11 1.89878 11.25595 3.27712
H12 2.56641 9.57020 3.50207
H13 3.35697 9.89077 5.64801
H14 2.15736 10.75379 6.67968
H15 2.93834 11.67841 5.27463
C7 -9.90210 4.90381 1.97009
O3 -9.93855 3.50759 2.14970
C8 -8.91891 3.23051 3.10896
C9 -8.87755 1.73225 3.28073
N2 -8.11162 1.12067 2.18777
C10 -7.62701 -0.18980 2.52515
C11 -7.12324 -1.00790 1.34796
O4 -8.16260 -1.47661 0.48325
C12 -9.05438 -2.42584 0.95063
H16 -10.68094 5.15181 1.27932
H17 -8.93483 5.30716 1.51392
H18 -10.03985 5.37516 2.95987
H19 -9.26506 3.69074 4.02666
H20 -7.99704 3.69428 2.80817
H21 -9.87869 1.30935 3.41159
H22 -8.37947 1.40598 4.26160
H23 -8.68142 0.98002 1.37226
H24 -8.42596 -0.81429 2.95710
H25 -6.83923 -0.07240 3.25214
H26 -6.56282 -1.85282 1.71559
H27 -6.51334 -0.44621 0.68825
H28 -9.92197 -2.00197 1.48478
H29 -8.57738 -3.11539 1.60601
H30 -9.48425 -2.97709 0.14716
C13 -5.31751 4.01115 6.15921
O5 -4.82457 2.81082 5.63628
C14 -4.88246 2.82679 4.19872
C15 -4.19761 1.56970 3.79292
N3 -4.84093 0.39106 4.42196
C16 -4.15724 -0.85573 4.02322
C17 -4.91128 -2.06667 4.39566
O6 -5.16356 -2.06563 5.76690
C18 -6.36453 -2.76289 6.07855
H31 -4.82678 4.16021 7.09277
H32 -6.38544 3.89552 6.14729
H33 -5.10600 4.86411 5.57669
H34 -4.26992 3.68389 3.91311
H35 -5.83088 2.90522 3.74959
H36 -3.18182 1.65729 4.17271
H37 -4.08028 1.44904 2.74732
H38 -4.74761 0.58041 5.41841
H39 -3.15168 -0.88405 4.36976
H40 -4.10280 -0.73212 2.88659
H41 -4.33302 -2.95296 4.15942
H42 -5.86988 -2.20149 3.85748
H43 -6.48916 -3.69006 5.46589
H44 -7.25670 -2.14258 5.89594
H45 -6.24647 -2.92574 7.11821
C19 4.52171 2.84163 2.76913
O7 5.25610 1.87055 3.50144
C20 5.89049 0.90617 2.69390
C21 6.55430 -0.16241 3.58783
N4 7.57857 0.32707 4.44477
C22 8.36797 -0.72985 4.96053
C23 7.57526 -1.81624 5.72799
O8 6.75542 -1.08667 6.55822
C24 5.52787 -1.70122 6.97454
H46 4.03621 3.37833 3.55288
H47 3.85302 2.22035 2.18598
H48 5.08089 3.50630 2.12118
H49 6.68104 1.35913 2.14897
H50 5.30440 0.30351 1.94641
H51 7.02869 -0.89828 2.90486
H52 5.74456 -0.77822 4.10801
H53 7.14846 0.79177 5.22703
H54 9.09074 -0.41140 5.71176
H55 8.95979 -1.10550 4.16151
H56 8.18130 -2.47063 6.39779
H57 6.98923 -2.43590 5.05262
H58 5.69504 -2.73658 7.09728
H59 4.71692 -1.50271 6.32250
H60 5.31344 -1.23932 7.89522
C25 3.35211 6.25667 -4.08648
O9 3.27522 4.97174 -3.49960
C26 2.78659 5.02168 -2.18993
C27 3.00414 3.65294 -1.57976
N5 4.42934 3.22887 -1.57667
C28 4.62193 1.90215 -1.02021
C29 6.02787 1.36336 -1.11110
O10 6.29262 1.07535 -2.51035
C30 7.45759 0.22495 -2.65424
H61 4.34096 6.68119 -3.74227
H62 2.50659 6.93314 -3.82859
H63 3.45317 6.12735 -5.15640
H64 1.76090 5.31365 -2.14398
H65 3.34212 5.73313 -1.52180
H66 2.35035 2.88081 -1.99561
H67 2.61838 3.70760 -0.50988
H68 4.83816 3.37955 -2.46769
H69 3.93084 1.18992 -1.42274
H70 4.27144 1.84965 0.01459
H71 6.03467 0.41913 -0.53687
H72 6.84229 1.98321 -0.65488
H73 7.32993 -0.31169 -3.62846
H74 7.48235 -0.49169 -1.79334
H75 8.39105 0.84899 -2.58729
C31 -3.80284 -9.09365 3.60277
O11 -3.98705 -9.39683 2.22701
C32 -3.23493 -8.43292 1.54589
C33 -1.70343 -8.88113 1.25947
N6 -0.93063 -7.65197 0.89780
C34 0.47421 -7.96078 0.56256
C35 1.25253 -6.71794 0.33258
O12 1.69229 -6.17989 1.58786
C36 1.89115 -4.76429 1.76706
H76 -4.06607 -9.98537 4.23255
H77 -4.42076 -8.28334 3.98418
H78 -2.75019 -8.79775 3.86306
H79 -3.22460 -7.55169 2.20002
H80 -3.65080 -8.26176 0.51068
H81 -1.70066 -9.62111 0.46440
H82 -1.25412 -9.26695 2.16673
H83 -0.90978 -7.01584 1.65431
H84 0.32839 -8.64786 -0.29480
H85 1.08082 -8.62827 1.22096
H86 0.55947 -6.05505 -0.16221
H87 2.02022 -6.85125 -0.36768
H88 0.86678 -4.31175 1.47398
H89 2.71864 -4.42161 1.12165
H90 2.12510 -4.59874 2.77032
C37 1.58652 -3.66347 -4.86020
O13 2.21866 -2.40470 -4.91733
C38 2.04669 -1.55801 -3.83537
C39 3.11050 -0.44017 -3.98426
N7 3.02532 0.29303 -5.25521
C40 4.31728 1.03437 -5.38896
C41 4.15895 1.94141 -6.57457
O14 3.98919 1.19235 -7.79597
C42 3.70778 1.96028 -8.93006
H91 1.83725 -4.24600 -3.98889
H92 1.90241 -4.15069 -5.77882
H93 0.57133 -3.55146 -4.83689
H94 2.10676 -2.11053 -2.86656
H95 1.09804 -0.97495 -3.99722
H96 4.11205 -0.84482 -3.81211
H97 2.94728 0.25980 -3.16641
H98 2.99838 -0.42269 -5.97069
H99 5.16879 0.31867 -5.48409
H100 4.49418 1.66577 -4.52761
H101 5.08795 2.52505 -6.74688
H102 3.34076 2.61493 -6.37930
H103 2.89354 2.69346 -8.72598
H104 3.33356 1.32557 -9.74755
H105 4.59443 2.56578 -9.14792
C43 -3.21579 -2.81216 -8.60766
O15 -3.94013 -1.74551 -8.04365
C44 -3.70350 -0.52489 -8.73580
C45 -4.15291 0.66580 -7.93823
N8 -3.61030 0.69948 -6.57971
C46 -4.62340 0.99900 -5.48671
C47 -3.85412 1.50265 -4.31106
O16 -3.01446 0.44825 -3.81841
C48 -1.94545 0.92486 -3.05670
H106 -3.55679 -2.92865 -9.61063
H107 -3.46848 -3.65857 -7.95508
H108 -2.13093 -2.54348 -8.61665
H109 -4.23746 -0.52881 -9.67693
H110 -2.59968 -0.47758 -8.90930
H111 -5.25953 0.65385 -7.92583
H112 -3.81057 1.60057 -8.44419
H113 -2.93760 -0.05291 -6.39631
H114 -5.20895 0.06195 -5.27998
H115 -5.34265 1.81586 -5.78723
H116 -4.50516 1.87740 -3.50901
H117 -3.21253 2.35877 -4.63742
H118 -2.27497 1.54831 -2.21049
H119 -1.16842 1.45217 -3.65644
H120 -1.54248 -0.00329 -2.62636
C49 2.16073 -5.26848 5.48060
O17 3.51826 -5.01255 5.07549
C50 4.36345 -6.18149 5.00567
C51 4.92370 -6.25254 3.61292
N9 5.87604 -5.16667 3.30274
C52 6.84132 -5.53991 2.29515
C53 7.70444 -4.41155 1.84110
O18 6.99958 -3.52460 1.01867
C54 7.87593 -2.42500 0.80144
H121 1.73199 -4.34268 5.97869
H122 2.13343 -6.13039 6.17044
H123 1.55458 -5.54287 4.58007
H124 3.84011 -7.09837 5.26452
H125 5.31400 -6.09769 5.54937
H126 4.05789 -6.29129 2.85329
H127 5.48741 -7.21157 3.64007
H128 5.31682 -4.34972 3.17448
H129 6.37174 -5.92416 1.37227
H130 7.41145 -6.42050 2.61376
H131 8.64762 -4.86651 1.31983
H132 8.08497 -3.82402 2.73316
H133 7.33679 -1.62766 0.25805
H134 8.89055 -2.64527 0.49441
H135 7.92364 -1.94914 1.81166
C55 1.62185 0.30848 -0.47474
C56 0.38737 -0.52410 -0.23075
O19 -0.71146 0.14195 0.38703
O20 2.33139 0.81480 0.63324
H136 1.49191 1.18124 -1.15956
H137 2.38527 -0.30192 -0.90356
H138 0.60699 -1.39827 0.42848
H139 0.13240 -0.88940 -1.25286
H140 -1.45409 -0.51186 0.37382
H141 1.74275 1.32044 1.21202
C57 -0.10923 0.02893 3.88179
C58 0.82958 1.15845 3.79367
O21 0.67141 1.92407 2.60747
O22 -0.10645 -0.81032 2.76525
H142 -1.17762 0.45290 3.99722
H143 0.05882 -0.63741 4.76260
H144 1.85421 0.83457 3.80290
H145 0.80508 1.86233 4.62504
H146 0.06246 2.68170 2.66543
H147 -0.32445 -0.23220 1.96122
C59 -2.44097 -3.48220 1.24040
C60 -3.62085 -2.72896 0.67387
O23 -3.29452 -1.37404 0.46056
O24 -1.31675 -3.33291 0.37104
H148 -2.64754 -4.49042 1.38954
H149 -2.13173 -3.03118 2.24221
H150 -4.52939 -2.86251 1.29586
H151 -3.83585 -3.19835 -0.31154
H152 -3.76931 -1.06722 -0.34139
H153 -1.49005 -3.46321 -0.58495
C61 0.60155 2.94445 -6.25027
C62 -0.81712 3.44877 -6.61456
O25 -1.61923 2.60518 -7.45182
O26 0.59632 1.72557 -5.45745
H154 0.99603 3.79925 -5.67053
H155 1.26207 2.90062 -7.13708
H156 -0.65052 4.33183 -7.22076
H157 -1.31556 3.82391 -5.65857
H158 -2.08221 1.92701 -6.93470
H159 1.49537 1.32472 -5.29000
C63 -5.63806 -1.77581 -2.30521
O27 -4.66748 -0.92040 -1.71483
H160 -5.15646 -2.58943 -2.84658
H161 -6.24114 -2.24781 -1.53371
H162 -6.33118 -1.20005 -2.92268
H163 -4.04054 -0.67743 -2.44691
C64 3.40684 -1.95462 2.60285
O28 3.86528 -1.46220 1.36385
H164 3.98632 -2.90442 2.69077
H165 3.73420 -1.31411 3.44527
H166 2.36880 -2.20510 2.70217
H167 3.25930 -0.69629 1.23038
C65 -1.19638 -5.32660 -2.38328
O29 -1.95276 -4.12698 -2.18181
H168 -0.19943 -5.27522 -1.93755
H169 -1.81667 -6.13775 -2.05578
H170 -1.04089 -5.50774 -3.46429
H171 -2.02988 -3.52613 -2.98300
C66 -2.11553 4.86466 2.49666
O30 -0.68482 4.43614 2.57493
H172 -2.67279 3.95084 2.38192
H173 -2.44545 5.39976 3.40026
H174 -2.23512 5.50051 1.62383
H175 -0.10675 5.24757 2.48224
C67 -3.10294 -3.03333 -5.06935
O31 -1.83056 -2.81240 -4.56563
H176 -3.76928 -2.45297 -4.38018
H177 -3.20594 -2.67265 -6.11982
H178 -3.34014 -4.11103 -5.00018
H179 -1.50130 -1.95810 -5.00160
C68 0.35849 -0.91485 -7.36728
O32 -0.61864 -0.59978 -6.37222
H180 -0.04077 -1.71488 -8.04491
H181 0.53354 -0.05479 -7.92954
H182 1.25484 -1.26279 -6.88502
H183 -0.42856 0.31354 -6.09088
C69 -5.68076 2.38253 0.00874
O33 -5.68389 2.55992 1.41133
H184 -5.12863 3.25135 -0.49497
H185 -5.20271 1.37739 -0.24963
H186 -6.72051 2.52521 -0.29397
H187 -6.41293 2.09818 1.83660
C70 4.33418 -4.10424 -1.60027
O34 4.15421 -2.68980 -1.35370
H188 3.55961 -4.62514 -1.13488
H189 4.28681 -4.29495 -2.67015
H190 5.37600 -4.35684 -1.24172
H191 4.11956 -2.54493 -0.37931
C71 -0.91292 4.55556 -2.10949
O35 -0.98449 5.09196 -3.35502
H192 -0.82188 5.38027 -1.43055
H193 -1.77393 4.01518 -1.70217
H194 -0.04826 3.93263 -1.94366
H195 -1.46725 4.48746 -3.93767

Results
LUMO energy = 0.516 eV
2S+1 = 1
orbital gap = 8.85 eV
E = -161842.26268 eV
HOMO level = -8.34 eV